P) 7
Properties=species:S:1:pos:R:3:lowdin_charge:R:1 method="wB97M-V/def2-TZVPD" gap_ev="8.941 / 7.647" s_squared=2.015 e_lumo_ev="-0.28 / -2.25" spin_multiplicity=3
C 0.888 0.680 -1.354 -0.440
C -0.498 0.761 -0.943 -0.553
N -0.269 -0.401 0.686 0.089
O 1.323 0.793 -2.433 0.089
Cl -1.911 1.342 -1.597 0.719
H 1.378 0.449 -0.362 0.099
H -1.269 -0.646 0.987 -0.002


Q) 7
Properties=species:S:1:pos:R:3:lowdin_charge:R:1 method="wB97M-V/def2-TZVPD" gap_ev="6.834 / 9.911" s_squared=2.008 e_lumo_ev="0.71 / -1.32" spin_multiplicity=3
C 0.612 -1.026 0.428 -0.398
C -0.796 0.663 -0.406 -0.517
N 0.309 -0.384 -0.664 -0.037
O 0.539 -1.462 1.501 0.113
Cl -0.115 2.015 0.308 0.660
H -1.514 0.251 0.252 0.033
H 0.964 -0.058 -1.419 0.147


Most stable structure: Q)


P) 26
Properties=species:S:1:pos:R:3:lowdin_charge:R:1 method="wB97M-V/def2-TZVPD" gap_ev=10.383 e_lumo_ev=0.77 spin_multiplicity=1 smiles="CC(=O)C[C@@](C)(O)C(C)C"
C 1.632 1.411 -2.277 -0.017
C 0.531 1.466 -1.249 -0.432
O 0.485 2.368 -0.410 0.065
C -0.543 0.400 -1.368 -0.076
C -0.976 -0.218 -0.035 -0.494
C -1.612 0.788 0.925 -0.024
O -1.988 -1.181 -0.362 -0.042
C 0.258 -1.064 0.638 -0.313
C 1.499 -0.333 1.157 -0.067
C -0.258 -1.954 1.780 -0.080
H 1.211 1.156 -3.254 0.085
H 2.379 0.665 -1.996 0.087
H 2.108 2.391 -2.366 0.087
H -1.399 0.859 -1.881 0.139
H -0.184 -0.396 -2.032 0.126
H -2.329 0.304 1.597 0.089
H -2.174 1.549 0.369 0.090
H -0.864 1.314 1.523 0.079
H -2.757 -0.714 -0.736 0.105
H 0.587 -1.748 -0.156 0.134
H 2.054 0.189 0.377 0.058
H 1.257 0.358 1.970 0.086
H 2.228 -1.048 1.557 0.082
H 0.535 -2.624 2.134 0.078
H -0.591 -1.350 2.631 0.081
H -1.089 -2.591 1.466 0.075


Q) 26
Properties=species:S:1:pos:R:3:lowdin_charge:R:1 method="wB97M-V/def2-TZVPD" gap_ev=9.436 e_lumo_ev=0.47 spin_multiplicity=1
C -1.874 0.363 -1.106 -0.055
C -1.037 -0.169 0.195 -0.412
C -2.148 -0.633 1.283 -0.051
C 0.090 -1.096 -0.212 -0.360
C 1.144 0.189 0.126 -0.420
C 1.706 0.785 -1.132 -0.111
C 2.268 -0.429 1.097 -0.082
C -0.109 1.095 0.788 -0.110
H -1.981 -0.746 -1.890 0.165
H -2.889 0.828 -0.752 0.085
H -1.103 1.265 -1.600 0.122
H -1.889 -0.792 2.422 0.110
H -2.878 0.112 1.035 0.030
H -2.624 -1.510 0.809 0.069
H 0.505 -1.990 0.536 0.174
H 0.335 -2.579 -1.185 0.177
H 0.832 1.527 -1.754 0.129
H 2.863 1.292 -0.943 0.138
H 1.784 -0.185 -1.917 0.127
H 2.639 -1.618 0.814 0.144
H 3.114 0.095 1.640 0.074
H 1.683 -0.516 2.010 0.039
H -0.226 1.412 1.904 0.157
H 0.449 2.763 -0.499 0.226
O -0.070 -1.638 -1.452 -0.076
O -0.583 2.175 -0.217 -0.287


Most stable structure: P)


P) 69
Properties=species:S:1:pos:R:3:lowdin_charge:R:1 method="wB97M-V/def2-TZVPD" gap_ev=9.586 e_lumo_ev=-0.69 spin_multiplicity=1
O 13.727 -16.568 -17.372 -0.033
H 13.042 -16.090 -16.905 0.067
H 13.566 -16.376 -18.296 0.078
O 15.285 -12.502 -20.930 -0.065
H 15.190 -11.550 -20.928 0.033
H 16.095 -12.663 -20.444 -0.016
O 18.467 -12.366 -20.254 -0.043
H 19.073 -12.297 -20.992 0.036
H 18.774 -13.127 -19.761 0.022
O 21.259 -17.263 -19.624 -0.054
H 21.357 -17.987 -19.006 0.053
H 20.433 -16.846 -19.377 0.005
O 17.503 -19.182 -16.361 -0.048
H 17.558 -18.519 -15.673 -0.009
H 18.351 -19.625 -16.335 0.023
O 15.283 -13.820 -18.037 -0.031
H 14.349 -13.774 -17.830 0.036
H 15.694 -13.207 -17.428 0.049
O 14.211 -19.551 -20.149 -0.069
H 14.477 -19.203 -19.298 -0.055
H 14.834 -19.171 -20.769 -0.010
O 18.835 -21.842 -15.149 -0.037
H 19.390 -22.113 -15.880 0.005
H 19.439 -21.743 -14.413 0.031
O 15.121 -18.792 -17.861 -0.041
H 15.836 -19.023 -17.269 0.008
H 14.805 -17.948 -17.539 0.000
O 17.625 -17.190 -14.396 -0.026
H 17.394 -17.553 -13.541 0.075
H 17.329 -16.281 -14.359 0.061
O 14.676 -15.590 -14.816 -0.037
H 14.587 -14.668 -15.057 0.028
H 14.467 -16.069 -15.619 -0.011
O 19.466 -14.767 -22.398 -0.048
H 18.552 -14.833 -22.672 0.038
H 19.826 -15.641 -22.547 0.006
O 17.102 -19.069 -20.912 -0.038
H 18.016 -19.001 -21.189 0.045
H 16.621 -18.530 -21.540 0.029
O 22.093 -21.019 -19.242 -0.057
H 22.757 -20.923 -18.560 0.019
H 21.309 -21.307 -18.775 -0.026
O 23.326 -15.569 -18.125 -0.056
H 22.431 -15.653 -18.455 -0.017
H 23.517 -16.421 -17.732 0.027
O 19.633 -22.375 -18.172 -0.052
H 18.743 -22.046 -18.290 -0.029
H 19.724 -23.064 -18.830 0.057
O 17.138 -21.629 -18.307 -0.017
H 17.059 -20.718 -18.590 0.040
H 16.324 -21.805 -17.835 0.078
O 21.581 -16.595 -22.195 -0.049
H 22.467 -16.442 -22.525 0.051
H 21.706 -16.848 -21.280 -0.015
O 20.095 -18.553 -14.889 -0.033
H 19.848 -19.103 -14.146 0.060
H 19.575 -17.756 -14.782 0.031
O 18.737 -17.112 -18.826 -0.035
H 17.923 -16.699 -19.115 -0.002
H 18.455 -17.918 -18.391 0.033
O 21.205 -14.091 -20.001 -0.043
H 22.060 -14.460 -20.225 0.029
H 20.612 -14.439 -20.666 -0.018
O 22.148 -19.583 -16.224 -0.057
H 21.841 -20.490 -16.225 0.017
H 21.386 -19.072 -15.955 -0.031
O 16.546 -15.980 -20.144 -0.029
H 16.209 -15.398 -19.463 0.014
H 16.281 -15.567 -20.966 0.054


Q) 69
Properties=species:S:1:pos:R:3:lowdin_charge:R:1 method="wB97M-V/def2-TZVPD" gap_ev=10.590 e_lumo_ev=-0.04 spin_multiplicity=1
O 8.925 2.272 11.409 -0.052
H 8.335 2.946 11.135 0.037
H 9.596 2.066 10.725 0.015
O 6.189 2.717 19.558 -0.063
H 6.891 3.398 19.302 0.113
H 5.298 2.811 19.243 -0.009
O 11.114 -2.250 14.510 -0.070
H 10.300 -1.760 14.752 0.006
H 11.514 -2.208 15.404 0.061
O 7.076 0.441 12.774 -0.076
H 7.664 1.064 12.317 -0.005
H 7.140 -0.352 12.189 0.040
O 8.588 -3.356 14.536 -0.073
H 9.455 -3.580 14.746 -0.009
H 8.008 -3.487 15.380 0.061
O 8.938 2.310 16.657 -0.050
H 8.051 2.395 16.278 0.023
H 9.374 1.883 15.917 -0.007
O 10.909 -1.000 11.649 -0.105
H 11.280 -1.332 12.490 0.025
H 9.926 -1.114 11.917 0.048
O 11.282 -1.462 18.456 -0.020
H 10.629 -0.891 18.168 -0.053
H 11.820 -0.876 18.983 0.054
O 9.044 0.089 18.392 -0.065
H 9.095 1.006 18.094 0.036
H 8.445 0.009 19.160 0.051
O 8.373 -2.115 12.196 -0.056
H 8.430 -2.602 13.036 0.002
H 8.335 -2.819 11.558 0.059
O 10.185 1.568 14.195 -0.094
H 9.689 0.757 14.379 -0.004
H 9.870 1.960 13.289 0.077
O 8.869 -3.210 18.609 -0.036
H 8.862 -3.474 17.694 0.030
H 9.741 -2.753 18.615 0.043
O 6.066 3.519 16.538 -0.078
H 5.107 3.598 16.875 0.090
H 6.301 4.413 16.242 0.072
O 3.665 2.299 18.488 -0.029
H 3.541 1.494 17.964 -0.002
H 2.910 2.752 18.219 0.021
O 3.477 -0.068 17.308 -0.040
H 4.129 -0.668 17.752 0.070
H 3.732 0.089 16.433 0.000
O 5.826 -1.962 22.516 -0.039
H 6.778 -1.907 22.431 0.038
H 5.520 -2.016 23.421 0.041
O 8.936 -0.712 15.815 -0.105
H 7.979 -0.866 15.538 0.077
H 8.781 -0.458 16.795 0.033
O 6.032 -0.948 17.585 -0.074
H 6.252 -0.898 18.500 -0.016
H 6.020 -0.073 17.165 0.038
O 6.602 -3.530 16.456 -0.072
H 6.341 -2.639 16.851 0.046
H 6.736 -4.128 17.212 0.056
O 6.397 -2.712 19.491 -0.050
H 6.327 -3.022 20.377 0.014
H 7.243 -2.769 19.020 -0.011
O 6.733 0.216 19.967 -0.078
H 6.223 -0.014 20.747 0.050
H 6.703 1.201 19.904 0.012
O 5.561 1.037 15.463 -0.035
H 6.053 0.725 14.687 0.030
H 5.623 1.969 15.608 -0.014
O 10.813 1.202 9.812 -0.096
H 11.644 1.473 9.323 0.090
H 11.014 0.457 10.438 0.027


Most stable structure: Q)